Entry from the Open Molecules 2025 dataset: 2 unconnected molecules or ions with the total composition C2H2N2O3 in a non-equilibrium geometry (ωB97M-V/def2-TZVPD).

Values from the calculation:
SMILES: C#[N+][O-].O=C1NO1
frontier orbital gap: 11.29 eV
LUMO level: 0.835 eV

Each atom is followed by the atoms it is bonded to, with distances in Å.
CARTESIAN COORDINATES (ANGSTROEM)
1 C -2.18 0.62 -0.30  N2 1.151, H4 1.045
2 N -1.53 -0.32 -0.14  C1 1.151, O3 1.183
3 O -0.75 -1.18 0.04  N2 1.183
4 H -2.91 1.35 -0.47  C1 1.045
5 O 0.61 1.37 0.32  C6 1.169
6 C 1.29 0.44 0.11  O5 1.169, N7 1.366, O8 1.317
7 N 2.00 -0.62 0.60  C6 1.366, O8 1.492, H9 1.022
8 O 2.00 -0.17 -0.83  C6 1.317, N7 1.492
9 H 1.47 -1.50 0.67  N7 1.022